1.
The following is a quantum chemistry calculation of a cluster of 2 separate species, C10H19O4S in total at a distorted geometry, from the Open Molecules 2025 dataset.

Properties
* total charge: +1
* E_LUMO: -4.19 eV

Atoms and positions in Å:
C1 3.32236 -2.30394 1.45285
C2 2.88191 -3.22061 0.17938
O1 1.97242 -4.26596 0.62266
C3 0.64473 -3.88169 0.23821
O2 0.16628 -4.48338 -0.76225
C4 -0.23986 -2.79970 1.03822
C5 -0.46846 -1.42420 0.21840
C6 0.51291 -0.22143 0.65377
S1 1.67448 0.34241 -0.70067
H1 2.34593 -2.07657 2.02540
H2 3.81648 -1.33197 1.08464
H3 4.03429 -2.88842 2.14428
H4 3.82874 -3.67359 -0.30047
H5 2.29524 -2.58683 -0.59163
H6 0.15646 -2.63988 2.10210
H7 -1.29037 -3.27459 1.12502
H8 -1.53721 -1.08161 0.49566
H9 -0.50653 -1.59221 -0.92479
H10 -0.15009 0.69874 0.88478
H11 1.10611 -0.41318 1.61571
H12 1.10610 0.19062 -1.95972
H13 2.91189 -0.27704 -0.60066
O3 -2.39450 1.16474 0.13344
C7 -2.45608 2.24475 -0.40742
O4 -3.26273 2.51732 -1.46210
C8 -3.00914 3.85085 -1.92441
C9 -2.38841 4.56669 -0.74853
C10 -1.63367 3.45470 -0.05241
H14 -2.33439 3.79942 -2.78401
H15 -3.94518 4.31514 -2.23792
H16 -1.75936 5.40903 -1.04019
H17 -3.17417 4.94590 -0.08808
H18 -0.62492 3.33163 -0.45614
H19 -1.60126 3.60484 1.02688

=====

2.
The following is a quantum chemistry calculation of a cluster of 11 separate species, C24H71NO21 in total at a distorted geometry, from the Open Molecules 2025 dataset.

Properties
* structure (SMILES): COC[C@H](C)N.OCCO.OCCO.OCCO.OCCO.OCCO.OCCO.OCCO.OCCO.OCCO.OCCO
* E_LUMO: -0.04 eV

Atoms and positions in Å:
C1 -5.00409 3.53119 -3.15286
C2 -4.21627 4.34128 -2.16026
C3 -3.00372 5.04071 -2.76036
O1 -2.37464 5.84830 -1.77368
C4 -1.21963 6.52098 -2.34269
N1 -5.13078 5.33015 -1.52265
H1 -4.46002 2.63580 -3.45344
H2 -5.18229 4.01709 -4.11215
H3 -5.94207 3.10680 -2.79481
H4 -3.89683 3.60674 -1.42100
H5 -3.38135 5.70049 -3.54151
H6 -2.28139 4.33329 -3.16766
H7 -0.50726 5.74686 -2.62792
H8 -0.69867 7.05802 -1.55005
H9 -1.48547 7.15854 -3.18587
H10 -5.44348 5.87791 -2.31150
H11 -4.62766 5.93248 -0.88691
C5 -0.45884 -8.54944 -3.43636
C6 -0.99505 -9.21140 -2.12643
O2 -0.33650 -8.91049 -0.95108
O3 0.80640 -9.13591 -3.72121
H12 -0.24697 -7.50929 -3.18874
H13 -1.14238 -8.61164 -4.28311
H14 -0.85306 -10.28837 -2.21628
H15 -2.04155 -8.92553 -2.02048
H16 0.57914 -9.19074 -1.01935
H17 1.31741 -9.19120 -2.91040
C7 9.59026 -2.22449 -1.23581
C8 10.85274 -1.37820 -1.43326
O4 11.77143 -1.90927 -0.50512
O5 9.04723 -2.22984 0.08612
H18 9.93096 -3.25455 -1.34075
H19 8.83447 -2.03929 -1.99908
H20 10.64602 -0.31910 -1.27939
H21 11.25038 -1.52251 -2.43782
H22 12.64391 -1.91807 -0.90550
H23 9.84250 -2.25381 0.62331
C9 -6.90685 -4.91100 0.77645
C10 -5.54613 -4.23270 0.93095
O6 -5.58137 -2.90465 0.41631
O7 -7.68467 -4.71727 1.95600
H24 -6.76774 -5.98400 0.64448
H25 -7.41215 -4.65986 -0.15612
H26 -4.80165 -4.71251 0.29563
H27 -5.16763 -4.20204 1.95267
H28 -6.00074 -2.29356 1.02647
H29 -8.03516 -3.82582 1.89220
C11 0.80073 -2.05759 -0.57281
C12 1.45115 -0.89741 0.06148
O8 0.41100 -0.19009 0.78192
O9 -0.10096 -1.53587 -1.61249
H30 0.23931 -2.63840 0.15902
H31 1.48463 -2.83522 -0.91291
H32 1.89863 -0.20118 -0.64783
H33 2.36307 -1.10135 0.62266
H34 0.82330 0.46563 1.34906
H35 -0.89926 -1.34427 -1.11489
C13 -1.05435 4.85654 7.35979
C14 0.20261 5.03463 6.54785
O10 0.01158 4.52182 5.24299
O11 -1.99795 5.91768 7.08517
H36 -0.84133 4.65008 8.40864
H37 -1.58571 3.96506 7.02659
H38 1.01456 4.39521 6.89425
H39 0.48902 6.08540 6.59210
H40 -0.75422 4.94646 4.84951
H41 -2.02220 6.14544 6.15290
C15 -6.19535 0.88918 5.42533
C16 -6.10254 1.96332 4.29044
O12 -6.96584 1.77273 3.19381
O13 -7.51315 0.85323 5.97491
H42 -5.60348 1.16350 6.29856
H43 -5.91458 -0.10205 5.06935
H44 -5.08325 1.95008 3.90447
H45 -6.22331 3.00128 4.60054
H46 -6.78825 2.44432 2.53122
H47 -7.55229 0.11184 6.58352
C17 -3.90279 -3.53483 -7.40898
C18 -2.58971 -2.70103 -7.68855
O14 -2.63839 -1.36954 -7.04954
O15 -4.03301 -3.78568 -6.05652
H48 -3.81381 -4.57242 -7.73080
H49 -4.82696 -3.10270 -7.79276
H50 -2.33781 -2.58641 -8.74283
H51 -1.80384 -3.28273 -7.20673
H52 -1.92701 -1.32866 -6.40621
H53 -3.71776 -3.00994 -5.58701
C19 4.51366 0.71426 -6.46171
C20 3.19394 1.39667 -6.41315
O16 3.21333 2.67021 -6.89920
O17 5.07840 0.88207 -7.72446
H54 4.37851 -0.35687 -6.31169
H55 5.10751 1.19918 -5.68692
H56 2.81504 1.28018 -5.39779
H57 2.68936 0.84090 -7.20348
H58 3.87264 3.19845 -6.44326
H59 4.72242 0.22706 -8.32930
C21 0.95283 -1.76021 8.32400
C22 -0.13100 -1.83687 7.32230
O18 -1.19902 -2.56837 7.89054
O19 0.81818 -0.72716 9.27388
H60 1.92360 -1.52651 7.88687
H61 1.09517 -2.69524 8.86582
H62 0.14430 -2.28243 6.36638
H63 -0.44565 -0.83660 7.02472
H64 -1.44592 -2.12252 8.70410
H65 1.03372 -1.12952 10.11842
C23 7.22683 5.65917 1.87156
C24 7.17919 4.12166 1.64126
O20 6.71633 3.78838 0.34520
O21 8.25879 6.29488 1.13095
H66 7.40746 5.89114 2.92116
H67 6.22666 6.02302 1.63624
H68 6.53782 3.54295 2.30597
H69 8.17461 3.68176 1.58015
H70 6.82585 2.84230 0.22463
H71 8.43608 5.86145 0.29291

=====

3.
The following is a quantum chemistry calculation of the molecule C4H6Cl2 at a distorted geometry, from the Open Molecules 2025 dataset.

Properties
* structure (SMILES): C=CC(C)(Cl)Cl
* E_LUMO: 0.83 eV

Atoms and positions in Å:
C1 -0.78960 0.34449 1.70604
C2 -0.16621 0.02438 0.32267
C3 1.23799 0.58518 0.47548
C4 2.36026 0.48268 -0.23321
H1 -0.15907 -0.12307 2.46870
H2 -0.55939 1.42567 1.79631
H3 -1.81468 0.01348 1.70220
H4 1.26032 1.30068 1.35596
H5 3.18549 1.15114 0.08013
H6 2.60793 -0.15744 -1.12049
Cl1 -0.22052 -1.64984 -0.17167
Cl2 -0.97803 0.93038 -0.99943

=====

Record order is preserved below.
Relative energy (zero: lowest compared OMol25 entry of this formula, charge and spin): 228.6, 520.5, 72.0 kJ/mol